# 1
Computed, not measured: C3H7NOS in the gas phase at a distorted geometry, with wB97M-V/def2-TZVPD.

```
13
Properties=species:S:1:pos:R:3
N 1.568 0.550 0.452
S 0.904 -1.000 0.604
H -1.275 -0.892 1.781
O 0.895 -1.502 -0.727
C -1.005 -0.193 1.013
H 2.414 0.385 -1.308
C -1.784 -0.252 -0.321
H -0.935 -0.258 -1.135
H -2.436 0.702 -0.380
C 2.336 0.929 -0.437
H 2.467 2.025 -0.600
H -2.338 -1.278 -0.319
H -0.812 0.784 1.375
```

Output
**Molecular weight**: 105.162 g/mol
**LUMO**: 0.585 eV
**Frontier orbital gap**: 9.54 eV
**Electronic energy**: -17594.356 eV
**ΔE to the lowest compared entry with this formula, charge and spin**: 3.573 eV


# 2
Computed, not measured: 2 unconnected molecules or ions with the total composition C2H6N2O2 at a distorted geometry, with wB97M-V/def2-TZVPD.

```
12
Properties=species:S:1:pos:R:3
H 2.546 0.017 0.356
H -0.813 -1.189 -0.516
O -1.540 -0.835 0.305
C 1.898 -0.679 -0.179
H -0.694 2.388 0.993
C 0.055 0.874 -0.046
N 0.613 -0.123 -0.532
N -0.556 1.909 0.120
O -2.711 -0.256 -0.290
H 1.721 -1.529 0.484
H 2.417 -0.981 -1.089
H -2.937 0.403 0.393
```

Output
**Molecular weight**: 90.082 g/mol
**LUMO**: 0.591 eV
**Frontier orbital gap**: 9.49 eV
**Electronic energy**: -9241.381 eV
**ΔE to the lowest compared entry with this formula, charge and spin**: 5.936 eV
**SMILES**: CN=C=N.OO


# 3
Computed, not measured: 2 unconnected molecules or ions with the total composition C6H13N2 at a distorted geometry, with wB97M-V/def2-TZVPD.

```
21
Properties=species:S:1:pos:R:3
C 2.360 -1.080 0.023
H -0.965 -2.022 0.769
H -2.192 -1.494 -1.543
C -1.652 -1.271 0.996
N -0.532 1.951 -0.130
H 2.762 -1.334 -1.005
H -1.745 0.000 -2.068
C -0.886 0.857 0.081
C 3.081 -1.256 1.154
H -3.248 -0.226 -0.981
H -1.357 -0.882 2.005
H 1.315 -0.824 0.031
H 1.459 2.591 -0.072
H 4.180 -1.406 1.135
N -1.504 -0.232 -0.004
H 2.683 -1.087 2.194
H 0.173 3.968 -0.083
C 0.395 2.897 -0.507
C -2.215 -0.427 -1.217
H -2.596 -1.681 0.883
H 0.483 2.959 -1.663
```

Output
**Molecular weight**: 113.184 g/mol
**LUMO (spin up / spin down)**: -2.823 / -8.230 eV
**Multiplicity**: 3
**Frontier orbital gap (spin up / spin down)**: 7.48 / 4.80 eV
**Electronic energy**: -9398.637 eV
**ΔE to the lowest compared entry with this formula, charge and spin**: 4.193 eV
**Net charge**: +1
**<S²>**: 2.02


# 4
Computed, not measured: 2 unconnected molecules or ions with the total composition C10H16 at a distorted geometry, with wB97M-V/def2-TZVPD.

```
26
Properties=species:S:1:pos:R:3
C -1.431 0.890 2.373
C 0.812 -0.135 -2.954
H -1.243 2.931 3.299
H 2.283 -2.367 -0.757
C 0.433 0.426 -0.702
C 1.675 -1.578 -1.174
H -3.340 0.975 3.439
C 1.416 -1.328 -2.481
H -0.808 1.562 4.396
H 1.394 -2.583 -4.295
C 2.065 -2.240 -3.496
C -0.867 1.913 3.372
H 0.261 1.903 -2.138
H -0.097 1.176 -0.133
H -1.183 1.223 1.375
H -0.887 -0.052 2.517
C 1.134 -0.636 -0.210
H -3.054 -0.493 2.728
C -2.915 0.579 2.521
H 0.782 -0.072 -4.043
C 0.429 0.839 -2.090
H -3.554 0.790 1.683
H 0.189 2.007 3.068
H 2.568 -3.122 -3.101
H 1.104 -0.933 0.831
H 2.834 -1.674 -4.028
```

Output
**Molecular weight**: 136.238 g/mol
**LUMO**: 0.994 eV
**Frontier orbital gap**: 9.93 eV
**Electronic energy**: -10628.322 eV
**ΔE to the lowest compared entry with this formula, charge and spin**: 1.422 eV
**SMILES**: Cc1ccccc1.CCC


# 5
Computed, not measured: CH2O2S in the gas phase at a distorted geometry, with wB97M-V/def2-TZVPD.

```
6
Properties=species:S:1:pos:R:3
H 0.263 1.243 0.219
S 2.282 -0.100 -0.152
H -0.172 -0.062 -0.577
O 3.061 -1.239 0.223
C 0.194 0.202 0.440
O 2.846 1.201 -0.039
```

Output
**Molecular weight**: 78.092 g/mol
**LUMO (spin up / spin down)**: -2.379 / -2.378 eV
**Frontier orbital gap (spin up / spin down)**: 8.00 / 8.00 eV
**Electronic energy**: -15994.870 eV
**ΔE to the lowest compared entry with this formula, charge and spin**: 5.066 eV
**SMILES**: C=S(=O)=O


# 6
Computed, not measured: a molecular structure, C24H29Cl5HgO6, with wB97M-V/def2-TZVPD.

```
65
Properties=species:S:1:pos:R:3
Cl 0.892 3.603 -6.777
C 3.338 0.864 -0.580
H -3.495 -1.387 1.671
H -0.279 -1.617 -4.863
C 3.226 -1.515 -0.155
H -2.591 0.550 1.928
H -4.562 -0.909 -0.372
H 2.506 -0.817 1.752
Cl -0.383 4.474 -0.730
H 3.561 1.212 1.561
C 0.906 5.035 -4.479
H 3.025 1.502 -1.406
O 1.569 1.220 1.032
H -0.786 2.287 3.103
O -1.247 1.877 1.131
H 1.558 2.191 2.862
H -1.049 -3.457 1.280
C 2.907 1.525 0.731
H 0.793 -2.840 2.876
H 0.021 -5.425 -1.720
C -3.467 -0.948 -0.464
C -0.294 -2.207 -2.789
O -1.565 -1.479 0.972
C 0.597 3.815 -5.078
H -3.197 -1.532 -1.345
C 0.029 -4.814 -3.779
H 2.998 -2.372 -0.793
H -3.101 2.298 -0.500
O 2.773 -0.391 -0.874
C -3.334 1.406 0.086
H 4.312 -1.458 0.008
Cl 1.604 6.317 -5.410
C -0.194 -3.288 -1.922
H 3.035 2.608 0.609
C 0.038 4.166 -2.415
H 0.162 -5.819 -4.163
H 0.484 -1.133 2.509
C -0.217 -2.441 -4.156
Hg -0.142 0.202 -1.818
H 4.434 0.790 -0.576
C 0.440 -2.146 2.098
C 0.043 2.803 -4.295
C -0.991 -2.482 1.780
O 1.242 -2.230 0.953
C -0.049 -4.588 -2.408
H -1.529 -2.559 2.736
C -0.416 1.703 2.248
H 0.960 3.145 1.477
C 0.633 5.209 -3.126
H -3.064 2.260 2.031
H -3.150 -2.751 0.604
C -2.575 1.506 1.395
C -2.941 -1.686 0.769
O -2.951 0.331 -0.745
H -0.204 -3.126 -0.849
H -0.403 0.647 2.537
C 2.548 -1.745 1.176
C -0.046 -3.733 -4.653
Cl 1.026 6.728 -2.372
H 0.045 -3.896 -5.722
H -4.412 1.374 0.301
C 0.984 2.145 1.924
C -0.261 2.929 -2.951
H 3.134 -2.482 1.746
Cl -0.304 1.264 -5.085
```

Output
**Molecular weight**: 791.345 g/mol
**LUMO (spin up / spin down)**: 2.560 / 2.555 eV
**Multiplicity**: 2
**Frontier orbital gap (spin up / spin down)**: 5.13 / 6.75 eV
**Electronic energy**: -104426.513 eV
**Net charge**: -1
**<S²>**: 0.77


# 7
Computed, not measured: a molecular structure, C31H49BrN2OP2Sn at a distorted geometry, with wB97M-V/def2-TZVPD.

```
87
Properties=species:S:1:pos:R:3
H -2.559 -0.147 1.681
H 4.386 -2.089 -0.700
H -3.990 -2.118 -4.281
C -1.201 0.749 6.251
H 0.956 3.825 -3.910
H 2.515 -2.280 0.900
H 4.441 1.426 1.275
Sn -0.774 -0.836 0.608
C -3.017 -3.483 -1.308
C -2.982 -0.929 -2.725
C -2.495 0.901 1.350
C 3.442 -2.551 -1.048
C -1.528 -0.595 5.635
H -2.528 -4.464 -1.408
C 1.832 4.191 -1.924
P 1.551 -0.453 -0.282
H -2.410 0.014 -2.659
N -1.014 -0.766 4.267
P -1.848 -2.187 -1.916
H -2.282 -4.349 -4.330
H 3.242 -0.482 -2.824
H 0.478 -0.012 7.372
C 1.236 0.870 5.565
H -0.895 -2.250 -4.170
H 2.338 -0.520 4.328
H 4.384 -0.345 1.040
H 0.627 -0.443 -2.488
H -4.708 3.147 0.124
H 3.273 -2.318 -2.113
H -1.869 0.885 7.109
H -1.666 -1.151 3.582
Br -5.166 0.268 0.696
H -3.857 -0.817 -2.062
H 2.301 0.677 -3.804
H 3.258 3.437 -4.901
H -1.414 1.549 5.532
H -2.542 4.378 -0.450
C -3.402 -1.198 -4.163
C -0.904 -2.949 -3.318
C 2.245 -2.145 -0.164
C -1.318 -4.340 -3.801
C 4.031 0.621 0.636
C -2.517 3.364 -0.055
H -1.356 -5.076 -2.989
H 0.127 -2.994 -2.925
H -5.006 -4.337 -1.412
H -4.412 -3.853 -2.993
H -3.120 -3.280 -0.227
H 2.848 5.394 -0.399
H 0.370 1.749 7.345
H -2.549 -1.228 -4.850
H 4.455 0.763 -0.375
C 0.830 3.623 -1.094
H -1.162 -1.404 6.282
C 1.320 0.205 -1.931
H 2.153 0.667 1.705
C 2.598 0.417 -2.768
C 3.132 3.819 -3.882
H 1.362 -1.253 5.608
H 3.199 1.253 -2.364
H -0.570 -4.714 -4.512
H 1.407 -2.848 -0.344
C 2.929 4.860 -1.342
H 3.548 -3.645 -0.944
H -4.990 -2.637 -1.829
C 1.858 3.966 -3.320
H -2.613 -0.709 5.570
H -0.535 1.659 1.919
C 4.156 4.666 -1.977
N 4.235 4.119 -3.193
C -4.416 -3.567 -1.931
C -1.281 2.746 0.227
C 0.247 0.845 6.729
H 0.957 1.662 4.863
C -0.079 3.184 -0.404
C 1.361 -0.478 4.828
C -1.310 1.637 1.156
C -3.717 2.707 0.255
C 2.494 0.736 0.660
H -4.034 -0.366 -4.494
C 0.259 -0.759 3.847
H 2.192 1.737 0.316
H 2.219 1.170 5.952
C -3.641 1.414 0.768
H 5.093 4.950 -1.491
O 0.451 -0.923 2.595
H 0.801 1.173 -1.847
```

Output
**Molecular weight**: 726.309 g/mol
**LUMO**: -6.519 eV
**Frontier orbital gap**: 6.42 eV
**Electronic energy**: -132404.653 eV
**Net charge**: +2